{
  "formula": "C26H64F6N4O2P",
  "method": "ωB97M-V/def2-TZVPD",
  "elements": ["P", "F", "F", "F", "F", "F", "F", "C", "N", "C", "C", "C", "C", "O", "H", "H", "H", "H", "H", "H", "H", "H", "H", "H", "H", "H", "H", "H", "C", "N", "C", "C", "C", "C", "O", "H", "H", "H", "H", "H", "H", "H", "H", "H", "H", "H", "H", "H", "H", "C", "C", "C", "N", "C", "C", "C", "C", "C", "H", "H", "H", "H", "H", "H", "H", "H", "H", "H", "H", "H", "H", "H", "H", "H", "H", "H", "C", "C", "C", "N", "C", "C", "C", "C", "C", "H", "H", "H", "H", "H", "H", "H", "H", "H", "H", "H", "H", "H", "H", "H", "H", "H", "H"],
  "positions_angstrom": [[-0.59713, -0.31622, -1.52800], [-0.50604, 1.17013, -0.89444], [0.94679, -0.32612, -1.99477], [-0.14508, -1.00515, -0.11999], [-0.75978, -1.79116, -2.19486], [-2.13945, -0.41833, -1.01389], [-1.07133, 0.37575, -2.88591], [-3.63222, -3.07154, 0.07363], [-3.01641, -4.26254, 0.73762], [-2.65572, -3.90380, 2.12230], [-4.04934, -5.35385, 0.68684], [-1.79893, -4.62846, -0.10801], [-0.81905, -5.54191, 0.55534], [-1.48078, -6.79350, 0.81707], [-2.87092, -2.34003, -0.19556], [-4.16835, -2.50883, 0.84267], [-4.35243, -3.22278, -0.72205], [-3.51033, -3.42745, 2.59744], [-1.86160, -3.16038, 2.10717], [-2.40759, -4.81297, 2.66126], [-4.17171, -5.67381, -0.34121], [-4.97464, -4.96715, 1.10529], [-3.68399, -6.18314, 1.28493], [-1.29977, -3.67193, -0.29055], [-2.18835, -4.91696, -1.08144], [-0.51304, -5.16785, 1.53247], [0.05016, -5.66215, -0.09255], [-0.83729, -7.39940, 1.19971], [0.43872, -2.00791, -7.38769], [1.07449, -1.69119, -6.07901], [2.42608, -1.12296, -6.34131], [0.21973, -0.72164, -5.33023], [1.27475, -2.91856, -5.13668], [2.09530, -4.01675, -5.75201], [3.50018, -3.83225, -5.62834], [0.87144, -2.90728, -7.81019], [0.48853, -1.11599, -8.00011], [-0.60968, -2.25769, -7.20974], [3.08953, -1.89944, -6.72050], [2.91317, -0.79279, -5.42661], [2.36009, -0.35035, -7.10242], [0.78924, -0.24436, -4.54490], [-0.67358, -1.25190, -5.00943], [-0.17783, 0.00402, -6.04149], [0.24330, -3.23536, -4.99465], [1.73041, -2.42658, -4.28317], [1.85090, -4.25847, -6.78414], [1.85188, -4.92552, -5.18739], [3.81695, -4.29005, -4.84478], [-4.23676, 1.59461, 1.09278], [-3.31776, 2.77383, 1.23849], [-3.14363, 3.17696, 2.71053], [-2.15178, 4.27086, 2.92844], [-2.44730, 5.48633, 2.10233], [-2.07309, 4.61539, 4.41030], [-0.76721, 5.37987, 4.54223], [0.17347, 4.72883, 3.52767], [-0.72437, 3.83422, 2.66232], [-4.00123, 0.74765, 1.73733], [-4.16924, 1.20301, 0.07324], [-5.29477, 1.85218, 1.16788], [-3.69895, 3.65903, 0.73543], [-2.32290, 2.48938, 0.88028], [-2.86523, 2.31791, 3.32203], [-4.07548, 3.57675, 3.12124], [-1.76918, 6.27052, 2.41960], [-3.48099, 5.78720, 2.24211], [-2.21383, 5.23068, 1.07497], [-2.94907, 5.22267, 4.63181], [-2.14149, 3.66717, 4.93828], [-1.02265, 6.41162, 4.30578], [-0.39309, 5.39483, 5.56199], [0.76202, 5.42034, 2.93216], [0.83667, 4.00632, 4.00814], [-0.55715, 3.87488, 1.58488], [-0.72860, 2.76856, 2.89733], [4.57906, 0.29974, 4.79045], [3.60673, 1.02245, 3.86645], [3.85957, 0.73194, 2.40718], [2.92022, 1.36609, 1.41924], [1.51630, 0.94074, 1.64218], [3.32942, 0.95166, 0.03087], [3.04468, 2.13716, -0.85986], [3.39126, 3.33306, 0.01764], [2.98432, 2.89859, 1.42970], [4.19114, 0.25662, 5.80696], [5.54934, 0.78737, 4.82168], [4.62951, -0.74665, 4.48222], [3.53098, 2.08358, 4.11971], [2.59617, 0.66545, 4.10382], [3.89187, -0.33785, 2.19702], [4.85882, 1.09794, 2.14966], [0.80939, 1.53265, 1.06880], [1.24742, 1.15414, 2.67616], [1.47003, -0.12584, 1.45526], [2.81962, 0.03775, -0.26795], [4.40311, 0.77243, 0.02698], [2.04931, 2.18732, -1.30327], [3.66624, 2.04852, -1.75462], [2.70466, 4.14746, -0.23466], [4.37095, 3.79196, -0.07446], [1.99731, 3.25943, 1.69107], [3.69692, 3.18921, 2.19648]],
  "forces_ev_per_angstrom": [[-1.2174, -0.5053, -0.0616], [0.6826, -0.0691, 0.5604], [0.2752, 0.5572, 0.0307], [0.1749, 0.1548, 0.1314], [0.0180, -0.1211, 0.0114], [0.0281, 0.1115, -0.0082], [0.1122, -0.1874, -0.4592], [-0.0798, 1.9532, 1.0635], [-0.5499, -0.0049, -1.6224], [-0.2104, 0.0833, 0.3243], [0.2867, -0.2785, 0.7206], [0.0932, 1.2396, 0.2033], [-0.7436, -1.3459, 0.5006], [0.3633, 0.3761, -0.3508], [0.1677, -0.3801, -0.4527], [-0.3138, -0.3870, 0.0401], [0.3794, -0.7537, -0.2305], [-0.1397, -0.2253, -0.0250], [0.2203, -0.2155, -0.0400], [0.2459, 0.1035, 0.0660], [-0.0800, 0.0799, -0.0568], [-0.0426, 0.0358, -0.0757], [-0.0770, -0.0636, -0.0922], [0.0959, -0.0654, 0.0960], [0.0672, -0.5433, 0.1090], [0.3357, 0.4895, -0.2153], [0.0161, 0.0354, -0.0283], [-0.0684, -0.1368, -0.0100], [-0.8219, -0.5903, 0.6398], [0.8318, -0.2517, 0.4954], [0.6701, -0.1732, -0.4593], [-0.6092, 0.0690, -1.0000], [-0.7928, 1.3119, -1.7739], [0.7675, -1.2129, 1.1486], [-0.1745, 0.4311, -0.2646], [0.3819, 0.3811, -0.3533], [0.1572, -0.1611, -0.2925], [0.0057, 0.1719, 0.0799], [-0.2667, -0.0767, -0.1575], [-0.3853, 0.2731, 0.0893], [-0.0799, 0.2600, 0.2666], [-0.1396, -0.1199, 0.2219], [0.2266, -0.0545, 0.5620], [0.4436, 0.2680, 0.0484], [0.1233, -0.2183, 0.5490], [-0.1049, -0.5707, 0.4442], [0.0154, 0.2623, -0.0650], [-0.3145, 0.0606, -0.1582], [0.0364, -0.0519, -0.0793], [-0.7673, -0.5435, -1.0484], [0.7214, 0.3495, 1.1961], [-0.8452, 0.0578, -0.2828], [0.8446, -0.0363, 0.4055], [0.3022, -0.3008, 0.1804], [-0.5430, 0.2184, -0.4637], [-0.4968, 0.2487, 0.1964], [0.0028, -1.1179, -0.0700], [-0.7939, -0.0989, -0.8613], [0.0341, 0.1836, 0.2537], [0.2353, 0.0622, 0.0481], [0.0796, 0.0790, 0.5027], [0.0581, -0.2338, -0.5206], [-0.1159, 0.2054, -0.3876], [0.2274, 0.1061, 0.0413], [-0.0661, -0.1683, -0.0762], [-0.1004, 0.1335, -0.0302], [-0.0395, -0.0100, -0.0519], [-0.2786, 0.1391, -0.1285], [-0.0143, -0.0953, 0.2296], [0.1857, 0.0251, 0.1351], [0.4991, 0.1134, -0.0678], [0.0371, -0.1668, 0.0053], [-0.0232, 0.1172, 0.0853], [0.3153, 0.4882, 0.2261], [0.0954, 0.2335, 0.0518], [0.3297, 0.1096, 0.4151], [-0.3267, -0.1928, -0.0353], [-1.4528, -0.1825, 0.5718], [1.0095, 0.4083, 0.0616], [-0.1867, 0.3182, -0.1628], [-0.1692, 0.0085, 0.9078], [0.0076, -0.0657, -0.6344], [0.5980, -0.1073, -0.9402], [-1.4737, 0.9777, -0.0343], [0.9025, -0.3245, 0.0385], [-0.0151, 0.2763, 0.0079], [0.1683, -0.2500, -0.1249], [0.4698, 0.0593, -0.0476], [0.4310, 0.1018, -0.3313], [0.1296, -0.1885, 0.0747], [-0.3090, -0.0376, 0.0908], [-0.1004, 0.0692, -0.1587], [0.2665, -0.3405, -0.7088], [0.2092, -0.1737, 0.1131], [-0.3846, 0.0224, -0.1138], [-0.0833, 0.0127, 0.1875], [0.0237, -0.0195, 0.2344], [-0.2848, -0.1434, 0.6533], [0.2425, 0.1740, 0.1946], [0.2036, 0.0591, -0.1359], [0.3317, -0.6151, 0.1183], [-0.0437, 0.0086, 0.1038], [-0.0571, 0.1014, 0.0160]],
  "orbital_gap_ev": 11.08,
  "lumo_energy_ev": -6.0,
  "multiplicity": 1,
  "homo_energy_ev": -17.09,
  "de_lowest_kcal_mol": 0.0,
  "total_charge": 3
}


{
  "formula": "C26H64N4O2P",
  "method": "ωB97M-V/def2-TZVPD",
  "elements": ["C", "C", "C", "N", "P", "C", "C", "C", "C", "O", "C", "O", "H", "H", "H", "H", "H", "H", "H", "H", "H", "H", "H", "H", "H", "H", "H", "H", "H", "H", "H", "C", "C", "N", "C", "C", "C", "C", "H", "H", "H", "H", "H", "H", "H", "H", "H", "H", "H", "H", "H", "H", "H", "C", "C", "N", "C", "C", "C", "C", "H", "H", "H", "H", "H", "H", "H", "H", "H", "H", "H", "H", "H", "H", "H", "C", "C", "N", "C", "C", "C", "C", "H", "H", "H", "H", "H", "H", "H", "H", "H", "H", "H", "H", "H", "H", "H"],
  "positions_angstrom": [[0.38021, -9.27085, 3.39086], [0.82687, -8.16327, 2.42706], [-0.28164, -7.72893, 1.46737], [1.96546, -7.64688, 2.43106], [2.79762, -6.52281, 3.82251], [3.80870, -5.58979, 2.50030], [3.60938, -4.07513, 2.55782], [4.44673, -3.38549, 3.65251], [3.64978, -2.63898, 4.70115], [2.63216, -1.81516, 4.06301], [2.24726, -0.76395, 4.79844], [1.26590, -0.73222, 5.48902], [0.26817, -10.20758, 2.83529], [-0.58269, -9.04122, 3.86277], [1.13561, -9.39476, 4.16638], [-0.96426, -8.53905, 1.18740], [-0.85962, -6.94787, 1.97414], [0.16623, -7.29522, 0.57325], [1.67726, -5.61246, 3.58444], [2.00908, -7.23016, 4.83094], [3.88018, -7.47839, 4.01486], [3.32614, -5.63926, 4.87481], [4.86691, -5.83119, 2.67082], [3.52894, -5.96378, 1.51587], [3.88296, -3.64200, 1.59039], [2.54515, -3.86180, 2.70439], [5.00451, -4.15748, 4.19042], [5.18560, -2.70513, 3.21682], [4.30834, -1.97444, 5.27514], [3.15838, -3.32312, 5.39470], [2.88527, 0.13499, 4.71451], [0.42613, 3.25933, 4.60222], [0.90708, 3.82773, 3.27607], [1.99395, 4.78407, 3.41191], [2.23729, 5.55530, 2.20520], [2.71656, 4.80336, 0.95760], [3.17654, 4.28915, 4.10129], [3.86134, 3.03794, 3.53594], [0.17267, 4.05668, 5.30266], [-0.46394, 2.65202, 4.43582], [1.16867, 2.61125, 5.06924], [0.07427, 4.35298, 2.79920], [1.16129, 2.98943, 2.60777], [2.95667, 6.34277, 2.44834], [1.30124, 6.06740, 1.96092], [3.75055, 4.47404, 1.04798], [2.66028, 5.45737, 0.08456], [2.09749, 3.92874, 0.75136], [2.89993, 4.08866, 5.13902], [3.89662, 5.11096, 4.14402], [3.14023, 2.24520, 3.32971], [4.57671, 2.64791, 4.26288], [4.40939, 3.23986, 2.61749], [-1.38941, 0.68069, -3.85754], [-0.80609, 0.67272, -2.45268], [0.46918, -0.01414, -2.37692], [0.89031, -0.31735, -1.01753], [1.19059, 0.86098, -0.08634], [1.50177, 0.47893, -3.27307], [1.87791, 1.96391, -3.18677], [-1.42873, -0.33163, -4.26236], [-2.40477, 1.08231, -3.83479], [-0.80844, 1.30252, -4.54056], [-1.49254, 0.14357, -1.78630], [-0.76083, 1.71098, -2.08325], [1.76881, -0.96425, -1.07370], [0.10353, -0.92640, -0.56428], [2.12081, 1.36372, -0.35181], [1.29967, 0.49686, 0.93740], [0.38718, 1.60037, -0.08908], [1.18831, 0.26828, -4.29912], [2.39136, -0.13359, -3.10850], [0.99307, 2.60334, -3.19320], [2.48615, 2.23816, -4.05137], [2.45394, 2.19688, -2.29261], [-5.65836, 0.30447, -5.33474], [-6.44483, 1.47487, -5.90492], [-6.60235, 2.56503, -4.95775], [-7.60028, 3.54254, -5.35160], [-7.34796, 4.36074, -6.62335], [-5.36716, 3.09492, -4.40123], [-4.30410, 3.61003, -5.37796], [-6.08469, -0.01691, -4.38362], [-5.68969, -0.53644, -6.02845], [-4.60862, 0.55286, -5.17325], [-7.45104, 1.13395, -6.16533], [-5.97418, 1.79110, -6.85005], [-7.74738, 4.22484, -4.50978], [-8.54556, 3.00377, -5.47167], [-6.55799, 5.09823, -6.48692], [-8.25635, 4.90097, -6.89773], [-7.07746, 3.72244, -7.46567], [-4.91348, 2.31239, -3.78788], [-5.63836, 3.88951, -3.70162], [-4.11920, 2.89820, -6.18412], [-3.36151, 3.74976, -4.84480], [-4.57275, 4.56712, -5.82286]],
  "forces_ev_per_angstrom": [[-0.0192, 0.3445, 0.2472], [0.3584, -0.5243, 0.1862], [0.2266, -0.1737, -0.2439], [-0.6815, 0.9955, -0.3209], [0.2473, -0.5197, 0.3243], [0.1112, 0.1694, -0.0620], [0.1690, -0.1456, -0.0804], [-0.0534, -0.0678, 0.0387], [0.2299, 0.0587, -0.0251], [0.0288, 0.0952, 0.0174], [-0.4905, 0.1206, 0.4803], [0.1784, -0.0211, -0.2955], [-0.0237, 0.0018, 0.0243], [-0.0182, -0.0657, -0.0348], [-0.0200, -0.0468, -0.0234], [-0.0248, 0.0176, 0.0192], [-0.0309, -0.0369, -0.0186], [-0.0393, 0.0279, 0.0270], [-0.0268, -0.0331, -0.0941], [0.0008, 0.0132, -0.0071], [0.0294, -0.0245, -0.0372], [-0.0160, 0.0097, -0.0262], [-0.0327, -0.0529, 0.0085], [-0.0502, -0.0918, 0.0687], [-0.1154, 0.0978, 0.0264], [0.0161, -0.0177, 0.0119], [0.0304, 0.0843, 0.0423], [-0.0782, 0.0226, -0.0473], [-0.0007, -0.0355, 0.0362], [-0.1404, 0.0046, -0.1333], [0.2293, -0.1542, -0.1306], [0.0174, -0.0209, -0.0040], [-0.0327, -0.0724, -0.0200], [0.0067, 0.0168, 0.0181], [-0.0087, 0.0321, -0.0235], [0.0025, 0.0271, -0.0587], [0.0412, -0.0203, 0.0305], [0.0190, 0.0078, 0.0444], [0.0345, 0.0244, -0.0157], [0.0073, -0.0162, 0.0145], [-0.0049, -0.0031, 0.0068], [0.0374, 0.0317, -0.0286], [-0.0218, 0.0007, -0.0054], [0.0165, -0.0224, 0.0250], [-0.0178, -0.0272, 0.0015], [-0.0084, -0.0219, 0.0134], [-0.0133, 0.0164, 0.0119], [0.0009, -0.0009, 0.0050], [-0.0410, -0.0187, -0.0126], [-0.0087, 0.0063, -0.0315], [0.0023, -0.0016, 0.0036], [-0.0074, 0.0071, 0.0127], [-0.0328, -0.0143, -0.0227], [-0.0649, 0.0067, -0.0070], [0.0114, 0.0150, -0.0020], [0.0106, 0.0392, -0.0058], [-0.0195, -0.0608, 0.0357], [0.0715, -0.0028, 0.0859], [0.0281, -0.0131, -0.0431], [0.0306, -0.0070, -0.0101], [0.0157, -0.0003, -0.0006], [0.0020, 0.0048, 0.0000], [0.0050, -0.0041, -0.0011], [0.0084, 0.0016, 0.0098], [-0.0003, -0.0018, 0.0019], [0.0088, 0.0142, -0.0214], [-0.0295, 0.0215, -0.0183], [-0.0173, 0.0256, -0.0098], [-0.0031, -0.0102, -0.0031], [-0.0082, -0.0094, -0.0101], [-0.0329, -0.0013, 0.0075], [0.0023, 0.0125, 0.0268], [-0.0016, -0.0033, -0.0141], [0.0059, -0.0016, 0.0022], [-0.0376, 0.0087, 0.0217], [-0.0186, -0.0151, -0.0055], [0.0132, 0.0010, 0.0015], [0.0261, 0.0085, -0.0276], [-0.0630, 0.0115, 0.0267], [-0.0135, 0.0243, 0.0080], [0.0454, -0.0206, 0.0571], [0.0372, 0.0319, 0.0623], [0.0079, 0.0079, 0.0060], [0.0019, -0.0017, 0.0011], [0.0003, 0.0044, 0.0000], [-0.0014, 0.0102, -0.0065], [-0.0034, 0.0049, 0.0010], [0.0187, 0.0014, 0.0015], [0.0142, -0.0243, -0.0145], [0.0202, -0.0209, -0.0064], [0.0000, 0.0021, 0.0006], [-0.0027, -0.0027, 0.0024], [-0.0141, -0.0266, -0.0191], [-0.0206, 0.0167, -0.0284], [0.0065, -0.0049, 0.0063], [0.0060, 0.0041, -0.0106], [-0.0277, -0.0287, -0.0441]],
  "orbital_gap_ev": 4.98,
  "lumo_energy_ev": 2.0,
  "multiplicity": 1,
  "homo_energy_ev": -2.97,
  "total_charge": -1
}